# C62H51AsCl2IO3P2RhS

C62H51AsCl2IO3P2RhS as an isolated structure (the ωB97M-V functional and the def2-TZVPD basis, OMol25).

```
124
Properties=species:S:1:pos:R:3:forces:R:3
C 1.536867 3.149406 3.249994 -0.024 0.031 0.120
S 2.402595 -1.739404 -0.089775 0.044 -0.120 0.058
H -1.265323 -5.227062 -1.322524 0.009 0.013 0.013
C -2.625012 3.642356 -3.740216 0.006 -0.030 -0.027
O 1.719258 1.414387 -0.703823 -0.627 0.400 -0.426
C -3.826598 -0.686345 1.587814 0.081 0.153 0.110
Cl 0.450343 2.648469 4.500159 0.039 0.130 -0.108
C 0.139616 -0.785385 -7.709940 -0.039 0.001 0.013
H 0.106938 -1.318324 -3.035223 0.009 -0.024 0.006
I -1.958516 1.734232 1.295503 0.204 0.055 0.086
H 3.143720 2.785302 -0.995823 -0.029 -0.028 -0.005
C 1.788486 -1.990116 -5.140341 0.051 0.021 0.016
C 3.864436 -0.814277 -0.455237 -0.028 0.007 0.120
H -4.432377 -4.199656 3.184867 -0.001 0.002 0.000
C 3.031431 -2.599769 -4.977039 -0.028 0.027 0.026
C -0.994245 -0.615645 4.246444 0.045 -0.098 0.011
C 0.932046 0.538495 -3.739818 0.028 0.030 -0.018
H 4.107818 -4.432389 -4.676340 0.005 0.000 -0.005
H -2.068381 -0.562373 4.132210 -0.015 0.001 -0.009
P -1.219924 0.300206 -1.882483 0.111 -0.201 0.021
C 6.162206 0.642470 -0.860263 -0.005 0.002 -0.002
H 1.711010 0.550177 -2.982993 0.064 -0.013 0.068
C 4.653957 -0.475892 0.635477 -0.033 0.086 0.000
C 2.401643 2.368458 -0.297414 0.124 -0.211 0.315
H -3.955171 -3.520859 -3.308442 0.005 0.010 -0.002
C -0.181621 -0.971594 3.170702 -0.161 0.111 0.087
C -6.140308 0.886635 1.021593 0.038 -0.005 0.018
C -1.933551 0.233407 -8.383247 0.022 -0.023 -0.009
C 2.648810 -3.188202 -1.093874 0.013 0.038 -0.049
O 0.747553 1.408523 1.899292 0.122 -0.469 -0.150
H 6.446742 0.519946 1.262863 0.001 0.000 0.000
H 5.634911 0.607587 -2.945019 0.003 -0.004 0.006
H -7.258527 -0.840505 1.562149 -0.003 -0.003 -0.004
C 4.203983 -0.435113 -1.746284 0.025 -0.027 -0.040
H 1.852213 -1.253763 2.515164 0.008 0.035 -0.034
H -3.333330 3.857949 -4.529090 -0.002 -0.003 -0.001
H -0.766990 1.663076 -5.550516 -0.023 -0.019 -0.016
H -0.150839 -4.771085 -4.938653 0.001 -0.005 -0.006
C -1.899325 4.669063 -3.155544 0.032 0.023 0.031
H 2.064389 -5.824665 -4.617945 0.001 -0.003 -0.004
H -0.075134 2.879084 -0.952773 -0.048 -0.002 0.003
H -0.973601 -0.414310 -4.100669 0.015 0.035 0.012
H -0.405244 5.180260 -1.700845 -0.003 0.005 0.004
C 1.758540 -0.731468 4.578908 -0.011 -0.049 0.008
H -2.998123 1.540644 -3.805982 -0.034 -0.030 0.014
H -0.953386 -1.341061 -9.464050 -0.002 0.003 -0.003
C 3.208568 4.689475 2.442760 -0.026 -0.025 -0.003
C -1.538337 2.040097 -2.297270 -0.021 -0.007 -0.070
H 7.066030 1.214312 -1.023343 0.002 -0.004 -0.002
C 2.365181 2.954228 0.999452 -0.066 -0.077 -0.136
H -4.740637 2.481907 0.647534 0.009 0.003 -0.007
C 3.133451 -3.972591 -4.781411 -0.005 -0.017 0.033
Rh -0.080028 0.304360 0.139363 0.442 0.168 0.477
H 0.896513 -3.366458 2.716035 -0.015 -0.025 0.002
C 1.203294 -1.007181 3.343290 0.008 -0.025 0.067
C 0.940872 -0.405185 5.654149 -0.031 -0.094 -0.003
C 5.817607 0.253230 0.424790 -0.008 0.018 0.004
C 3.208996 4.065999 1.231833 0.024 0.009 0.030
C 0.096258 -5.594830 0.299732 -0.015 -0.009 -0.006
C 1.519848 2.428533 2.019177 0.083 0.138 -0.143
H -7.004805 1.497156 0.800888 -0.005 0.006 0.005
H -1.072652 -0.082150 6.316353 -0.005 0.000 0.006
C -4.284514 -3.235377 2.719120 -0.063 0.027 -0.004
C -0.432623 -0.346080 5.485315 0.012 -0.053 0.037
C -0.801744 3.078331 -1.727461 -0.057 0.024 -0.006
H -1.853743 -2.309445 -2.969014 0.031 -0.059 0.050
H -6.140435 -0.200375 -1.723696 0.016 -0.001 -0.021
C -0.981985 4.384271 -2.152864 -0.021 0.011 -0.037
H 1.764387 -3.813835 -0.978540 0.028 0.030 0.014
H -6.107321 -2.481007 -2.675892 0.000 -0.004 0.000
H -4.038828 1.020944 -1.369851 0.022 -0.077 -0.182
C -5.145372 -1.198620 1.751926 -0.018 0.024 -0.019
C -0.424223 -2.969595 1.058261 0.093 0.062 0.206
H 3.853165 4.420306 0.436358 -0.009 -0.006 -0.006
C 0.441464 -3.755634 1.816157 0.048 -0.005 -0.003
C -2.440960 2.332537 -3.321926 0.006 -0.020 -0.022
H 1.377569 -0.190181 6.620172 0.002 0.001 0.000
C 2.348296 4.231171 3.456689 0.044 0.011 -0.031
H 1.361772 -5.678526 2.028975 -0.003 0.004 0.007
C -2.783050 -1.853941 -2.652947 -0.003 0.004 0.037
C -5.179576 -1.950949 -2.506308 0.017 -0.027 -0.013
H -6.357857 -2.842235 2.428140 0.001 -0.005 -0.005
C -2.789794 -0.577794 -2.081107 -0.025 -0.026 -0.107
H 0.641573 1.580778 -3.891002 -0.016 -0.027 -0.024
H -2.758092 0.307260 -9.079519 0.000 0.001 -0.002
C -4.850694 1.440898 0.924533 -0.075 0.022 0.113
H -2.044107 5.689597 -3.483806 0.001 0.000 0.000
H -1.749782 -2.919856 -0.610383 -0.193 0.162 -0.230
O 1.197189 -1.091561 -0.804161 -0.094 0.073 0.166
C 1.987925 -4.753314 -4.750733 0.003 -0.016 0.015
H 3.537101 -3.702965 -0.728934 -0.001 0.003 0.003
C -6.275977 -0.404321 1.434008 0.046 -0.003 0.021
H 4.362610 -0.768686 1.637148 -0.001 -0.017 -0.004
C 0.699017 -5.066933 1.431235 0.026 0.034 0.000
C -2.725089 -1.539954 1.915524 0.044 -0.130 -0.243
C -0.920585 -0.692759 -8.598360 -0.029 0.005 -0.003
C 0.743436 -4.160099 -4.928170 -0.007 0.032 0.016
P -0.940589 -1.305612 1.568067 -0.189 0.253 -0.196
H -2.649627 1.809903 -7.119617 0.000 0.003 0.005
C -2.982050 -2.762875 2.499305 -0.025 -0.023 -0.110
H 3.573586 -0.712264 -2.578652 -0.073 -0.015 -0.130
C -4.011212 0.014500 -1.765296 0.058 0.039 0.049
C 5.356999 0.301658 -1.944898 -0.009 0.009 -0.021
C -0.810453 0.978610 -6.391511 0.020 0.070 0.029
H 0.922934 -1.512294 -7.893039 0.004 0.003 0.003
C 0.198517 0.042221 -6.589768 0.001 -0.041 -0.044
H 2.832113 -0.772112 4.707580 0.004 0.007 0.000
C 0.645272 -2.790254 -5.127339 0.021 -0.047 0.018
C -3.970459 -2.537174 -2.857489 -0.034 -0.017 0.030
C -1.034277 -3.508882 -0.066692 0.061 -0.135 -0.076
C -0.236083 -0.317465 -3.296437 -0.038 -0.067 0.126
H 0.290437 -6.619377 0.011098 0.001 0.001 -0.002
C -3.749298 0.676656 1.192059 -0.020 -0.010 0.097
As 1.772440 -0.051511 -5.444782 0.020 0.029 0.083
H 3.935147 -2.003252 -5.032503 0.015 0.028 -0.006
H -0.327611 -2.347820 -5.307079 0.001 -0.003 -0.032
C -1.873743 1.071874 -7.281118 0.004 0.004 0.006
C -5.343404 -2.483931 2.306094 0.029 -0.028 0.020
H 2.777853 -2.883291 -2.132985 -0.032 -0.018 -0.023
C -5.198523 -0.672542 -1.969784 0.011 0.045 -0.010
H -2.160014 -3.408464 2.779609 0.007 0.000 -0.005
C -0.774482 -4.811985 -0.451062 -0.021 -0.047 -0.038
Cl 4.231986 6.047045 2.751305 -0.008 -0.009 0.005
H 2.322209 4.743331 4.409266 0.002 0.005 -0.003
```
Forces are in eV/Å.

Summary:
* net charge: +2
* orbital gap: 6.2 eV
* relative energy (zero: lowest compared OMol25 entry of this formula, charge and spin): 21.48 kcal/mol
* spin multiplicity: 1
* HOMO energy: -12.19 eV

Here are the Löwdin charges for atoms 1 to 2, given in e:
1. C -0.55
2. S 1.01